Density functional theory data (the ωB97M-V functional and the def2-TZVPD basis) for C32H30BaN6O2PS2Se2Te2 as an isolated structure.

Relative energy (zero: lowest compared OMol25 entry of this formula, charge and spin): 3.063 eV
Net charge: -1
E_tot: -8218.76555 a.u.

Geometry (Å):
Ba (1.126, -2.634, -1.723)
Te (-1.891, -5.038, -4.097)
Te (0.000, -3.351, -4.989)
Se (-1.157, -4.959, -1.709)
Se (-1.324, -1.578, -6.092)
S (-1.665, 2.826, -2.767)
S (-0.803, -2.631, 1.378)
P (1.869, 0.058, -0.054)
O (2.427, -0.888, -2.397)
O (3.466, -2.803, -2.142)
N (-3.428, -1.956, 0.862)
N (-0.970, 1.657, -0.604)
N (-0.487, 0.888, -1.572)
N (-0.185, 0.825, -3.882)
N (-2.422, -1.527, -1.204)
N (-2.883, -2.305, 2.959)
C (-2.076, 3.352, 1.355)
C (-1.589, 2.700, -1.001)
C (-4.663, -2.364, -1.164)
C (1.896, 1.873, -0.322)
C (-2.136, 3.758, -0.114)
C (1.682, 4.173, 0.353)
C (6.456, -0.346, -0.143)
C (0.826, -0.461, 4.399)
C (0.012, 0.280, 3.554)
C (-2.113, -2.702, 4.098)
C (-2.381, -2.291, 1.685)
C (3.361, -1.589, -1.946)
C (-0.716, 1.329, -2.766)
C (-3.629, -1.844, -3.245)
C (-4.544, -1.733, 1.648)
C (1.978, -1.049, 3.903)
C (5.672, -1.062, -1.030)
C (2.344, -0.856, 2.584)
C (2.003, 3.638, -1.957)
C (1.563, -0.066, 1.745)
C (-4.204, -1.947, 2.935)
C (2.050, 2.295, -1.639)
C (4.295, -0.904, -0.998)
C (1.733, 2.826, 0.675)
C (3.694, -0.083, -0.053)
C (-4.730, -2.307, -2.543)
C (1.809, 4.583, -0.962)
C (-3.483, -1.952, -0.542)
C (-2.503, -1.483, -2.524)
C (4.490, 0.621, 0.845)
C (5.866, 0.504, 0.781)
C (0.365, 0.455, 2.231)
H (0.558, -0.602, 5.438)
H (2.587, -1.672, 4.545)
H (4.027, 1.261, 1.585)
H (-1.357, -1.950, 4.335)
H (-4.792, -1.867, 3.827)
H (6.117, -1.729, -1.753)
H (1.756, 5.633, -1.218)
H (7.530, -0.450, -0.176)
H (-1.593, -3.632, 3.862)
H (-5.623, -2.621, -3.064)
H (-1.621, -1.117, -3.031)
H (1.634, 2.525, 1.709)
H (-2.778, -2.853, 4.945)
H (1.536, 4.903, 1.140)
H (-2.542, 4.112, 1.979)
H (-1.543, 4.667, -0.264)
H (2.182, 1.555, -2.413)
H (-3.163, 3.984, -0.415)
H (-3.626, -1.765, -4.322)
H (0.389, 0.004, -3.729)
H (6.485, 1.076, 1.458)
H (2.090, 3.947, -2.988)
H (-2.596, 2.408, 1.505)
H (-1.040, 3.221, 1.659)
H (-0.711, 0.820, -4.747)
H (-5.488, -2.748, -0.583)
H (-0.280, 0.985, 1.544)
H (-5.468, -1.398, 1.229)
H (3.240, -1.333, 2.204)
H (-0.906, 0.710, 3.931)